[1]
12
Properties=species:S:1:pos:R:3:forces:R:3:mulliken_charge:R:1 method="wB97M-V/def2-TZVPD" orbital_gap_ev=9.19
C -0.4504 1.2175 0.8733 0.004 0.041 0.039 -0.8921
C 0.7338 0.3510 0.5953 -0.083 0.353 -0.265 -0.3314
C 0.7396 -0.0950 -0.8114 0.140 0.006 0.055 -0.2876
C -0.0886 -1.3217 -0.3210 -0.124 -0.136 -0.102 -0.8788
H -0.8662 1.1326 1.8827 0.183 -0.035 -0.146 0.3056
H -1.2661 1.2608 0.1301 0.176 -0.136 0.038 0.2890
H 0.0596 2.1954 0.8406 -0.068 0.019 0.045 0.3181
H 0.1018 -1.3838 0.7702 -0.289 -0.273 0.084 0.3064
H 1.7162 -0.4058 -1.1927 -0.202 0.065 0.078 0.2874
H 0.2021 0.5106 -1.5542 -0.011 -0.141 0.163 0.2435
H 0.2816 -2.2663 -0.7282 -0.048 0.254 0.017 0.3620
H -1.1635 -1.1953 -0.4847 0.321 -0.018 -0.007 0.2778

---

[2]
12
Properties=species:S:1:pos:R:3:forces:R:3:lowdin_spin:R:1 method="wB97M-V/def2-TZVPD" s2=0.752 orbital_gap_ev="11.20 / 9.86" multiplicity=2 total_charge=+1
C 0.5177 -0.4508 0.0673 -0.035 0.141 -0.053 0.3503
C -0.5237 0.4842 -0.0798 -0.416 -0.065 0.078 0.3585
C -1.8940 0.2075 0.3101 0.116 -0.653 0.148 0.0788
C 1.8667 -0.2133 -0.3686 0.614 0.402 -0.122 0.0833
H 0.3091 -1.4215 0.5147 -0.214 0.158 0.031 0.0084
H -0.3459 1.4723 -0.4959 0.421 -0.104 -0.027 0.0090
H -2.0597 0.7294 1.2661 -0.163 0.257 -0.028 0.0382
H -2.6004 0.5999 -0.4208 -0.118 0.139 0.115 0.0135
H -2.0620 -0.8511 0.5154 -0.085 0.078 -0.095 0.0018
H 2.0213 0.7162 -0.9238 -0.107 -0.263 0.018 0.0000
H 2.2415 -1.0924 -0.8997 0.072 -0.021 -0.152 0.0208
H 2.5295 -0.1805 0.5152 -0.085 -0.070 0.087 0.0373

---

[3]
14
Properties=species:S:1:pos:R:3:forces:R:3:mulliken_charge:R:1 method="wB97M-V/def2-TZVPD" smiles="BC(=C)C(B)=C" orbital_gap_ev=9.49
B 1.6591 -0.6204 -0.9902 -2.042 -1.168 -0.095 0.2426
C 0.6935 0.0033 0.0648 0.888 1.313 0.683 -0.0033
C 1.3188 0.7355 1.0282 -0.655 0.376 -1.129 -0.7926
C -0.7963 0.1143 -0.0001 0.194 -0.219 -0.350 0.2559
B -1.6038 -0.6168 1.0309 -0.988 -1.048 2.542 0.1814
C -1.3078 0.6372 -1.1303 3.986 -1.809 1.542 -0.9094
H 1.1990 -1.4837 -1.7464 0.521 0.719 0.340 -0.0666
H 2.7526 -0.2647 -1.0206 1.001 0.139 -0.037 -0.0831
H 0.8780 1.4399 1.7262 -0.672 -0.518 0.250 0.2745
H 2.3632 0.9073 0.9753 1.051 -0.410 -0.032 0.3574
H -2.7486 -0.3865 1.3965 0.500 0.098 -0.672 -0.0712
H -1.0976 -1.5440 1.7335 -0.343 0.940 -1.101 -0.0718
H -0.5499 0.6213 -1.8672 0.430 0.849 -1.366 0.2399
H -2.2308 0.8840 -1.4051 -3.871 0.740 -0.576 0.4464

---

[4]
17
Properties=species:S:1:pos:R:3:forces:R:3:mulliken_charge:R:1 method="wB97M-V/def2-TZVPD" orbital_gap_ev=2.85 total_charge=+1
Be 4.6252 0.3032 6.6364 -1.756 0.768 -2.161 0.9331
Br 2.8676 1.0428 4.4650 1.707 -0.805 2.099 0.0671
C -1.3192 0.0688 -3.5002 1.180 0.478 0.256 -1.1608
C -1.4248 0.3547 -2.0062 0.516 0.782 0.830 -0.2075
O -0.5092 -0.3919 -1.1776 0.763 -1.265 -0.511 -0.2823
C -0.4703 -0.1704 0.1195 -0.891 0.941 0.317 0.7284
O -1.2201 0.5158 0.7788 0.307 -0.295 -0.379 -0.5596
O 0.5893 -0.8119 0.6079 0.686 -1.039 0.680 -0.3432
C 0.8910 -0.7051 1.9966 0.297 0.081 0.188 -0.6179
H -1.7925 0.9265 -3.9799 -0.912 -0.584 -0.199 0.3555
H -1.5320 -0.9313 -3.8697 -0.838 0.172 0.191 0.3275
H -0.3129 0.2447 -3.8938 0.393 -0.114 0.678 0.3224
H -2.3917 0.2471 -1.5156 -0.270 0.033 -0.603 0.3342
H -1.0568 1.3673 -1.8256 -0.623 0.322 -0.333 0.2682
H 1.1383 0.3396 2.2060 -0.027 0.122 0.223 0.1117
H 1.7470 -1.3394 2.2235 0.279 0.139 -0.664 0.3464
H 0.1711 -1.0606 2.7346 -0.811 0.264 -0.612 0.3767

---

[5]
18
Properties=species:S:1:pos:R:3:forces:R:3:lowdin_spin:R:1 method="wB97M-V/def2-TZVPD" s2=2.010 orbital_gap_ev="6.07 / 4.17" multiplicity=3 total_charge=+1
Ni 1.7473 -2.1881 -0.6481 2.457 -6.182 -1.422 1.3844
Cl 1.0774 -0.5600 -0.2430 -0.983 4.623 0.680 0.4052
Br 1.7796 3.8194 -0.3723 -0.096 -0.554 0.176 0.0443
C 0.9319 2.0453 -0.4631 -0.223 2.091 0.145 0.0361
C 0.3503 1.7999 -1.8417 0.403 0.089 -0.035 0.0073
Br 1.5988 2.1733 -3.2966 -0.237 -0.281 0.198 0.0035
H 0.1263 2.1586 0.2624 -0.126 -0.278 -0.010 0.0009
H 1.6318 1.3257 -0.0384 0.497 0.814 -0.401 0.0168
H -0.5182 2.4472 -1.9634 0.126 -0.152 -0.197 0.0016
H 0.0855 0.7505 -1.9716 -0.314 0.328 -0.120 0.0029
Br -1.1282 -0.6482 3.3488 -0.044 -0.068 -1.892 0.0062
C -1.3291 -0.9569 1.3210 0.175 -0.406 1.451 0.0071
C -0.8577 -2.3800 0.9276 -1.312 0.311 0.883 0.0334
Br -1.5106 -3.7769 2.1188 0.237 0.182 -0.484 0.0286
H -0.6356 -0.2564 0.8557 -1.082 0.082 0.649 0.0030
H -2.3677 -0.7336 1.0770 0.162 -0.224 0.121 0.0003
H 0.2302 -2.3660 0.9933 0.277 -0.508 0.294 0.0181
H -1.2122 -2.6537 -0.0662 0.081 0.133 -0.038 0.0004

---

[6]
18
Properties=species:S:1:pos:R:3:forces:R:3:mulliken_charge:R:1 method="wB97M-V/def2-TZVPD" orbital_gap_ev=9.36
C 0.1102 -0.5748 1.8782 1.883 0.725 -1.626 -1.2642
C -1.0191 0.0963 -2.4784 2.329 1.806 -0.114 -1.0573
C 1.0570 0.0602 0.8764 1.251 -5.149 -0.830 0.1365
C 1.0961 -1.1313 -0.7095 -1.117 1.393 1.765 -0.6143
O -1.5248 -1.6414 -0.5910 0.005 -0.102 -0.138 -0.6305
O -0.1909 -2.3556 -2.5761 -0.357 -1.304 -1.531 -0.5438
O 2.3543 0.0455 1.2370 2.103 1.037 0.848 -0.5160
S -0.5166 -1.4022 -1.5900 0.726 1.806 1.513 1.2336
Br 2.2548 -0.2600 -1.9615 0.298 0.110 -0.030 -0.0729
I 1.7594 -3.1315 -0.2279 -0.056 0.779 0.182 0.2088
H -0.1501 0.1198 2.5932 -0.467 1.890 1.671 0.4325
H 0.5198 -1.3867 2.4050 0.492 -1.374 0.167 0.3906
H -0.7395 -0.7555 1.3109 -1.755 -1.016 -0.633 0.3432
H -0.4980 0.1219 -3.4572 -0.544 -0.406 0.530 0.3845
H -2.0532 -0.0536 -2.5453 -1.556 -0.217 -0.412 0.3993
H -0.8458 1.1574 -2.0734 -0.073 -1.895 0.219 0.2881
H 0.7010 0.9163 0.4906 -1.133 3.098 -1.632 0.5035
H 3.0153 0.7418 0.9296 -2.030 -1.181 0.050 0.3785

---

[7]
14
Properties=species:S:1:pos:R:3:forces:R:3:mulliken_charge:R:1 method="wB97M-V/def2-TZVPD" orbital_gap_ev="9.51 / 9.51"
H 2.9510 1.0379 0.5134 -0.521 -0.051 0.344 0.3203
N 2.1592 0.4912 0.1929 -2.026 -0.030 0.279 -0.4138
C 0.9977 0.4139 0.5748 1.201 0.992 1.782 0.0445
Br 0.1707 1.3614 2.6208 1.059 -0.132 -1.026 -0.4111
C -0.2636 -0.2922 0.2499 -1.023 -1.604 0.417 0.4882
C 0.0665 -1.3066 -0.8790 3.861 0.629 3.826 -1.2758
C -1.3195 0.6864 -0.2782 -1.217 2.708 2.362 -1.2274
H -0.5629 -0.8345 1.2275 0.315 1.022 -1.673 0.4356
H -0.0572 -2.2937 -0.5318 -0.228 -1.230 0.427 0.3148
H -0.5160 -1.1512 -1.6695 -1.866 0.736 -3.543 0.3935
H 1.1718 -1.1288 -0.9668 -1.158 -0.754 -1.225 0.3029
H -1.8446 1.3258 0.6136 1.591 -1.493 -2.016 0.2908
H -2.2079 0.2516 -0.7825 1.080 -0.112 -0.051 0.3879
H -0.7451 1.4391 -0.8851 -1.068 -0.680 0.097 0.3496

---

[8]
15
Properties=species:S:1:pos:R:3:forces:R:3:mulliken_charge:R:1 method="wB97M-V/def2-TZVPD" orbital_gap_ev=10.96 total_charge=+1
C -0.5737 -1.9831 -0.0586 1.699 -1.282 0.506 -0.0561
C 0.1055 -0.9061 -0.8879 -3.420 0.089 -0.880 -0.5077
C -1.6587 -0.2786 0.6235 0.335 4.714 4.439 -0.1260
C 0.4258 1.1436 0.4056 0.372 3.225 0.959 -1.0111
N -1.4965 -1.6143 0.7197 0.789 -1.334 -0.260 -0.2762
N -0.5280 0.3654 -0.2629 -4.307 -1.573 -4.260 -0.1396
Br -3.3533 0.1795 -0.0531 -0.503 0.336 -0.222 -0.0373
H -0.2104 -3.0257 0.0013 -0.323 0.598 -0.529 0.3955
H 1.1267 -0.8119 -1.0222 2.241 -0.029 0.767 0.4200
H -0.2158 -1.0380 -1.9526 -0.282 0.313 0.776 0.3159
H -1.4507 0.3697 1.9303 -0.780 -2.056 -4.049 0.3671
H 0.0872 2.2006 0.7642 0.133 -2.155 -0.576 0.3112
H 0.7713 0.5406 1.2171 0.773 -0.028 0.564 0.4620
H 1.1090 1.2963 -0.3936 1.576 0.525 0.085 0.4209
H -1.0765 0.9049 -1.1069 1.696 -1.343 2.681 0.4616

---

[9]
18
Properties=species:S:1:pos:R:3:forces:R:3:mulliken_charge:R:1 method="wB97M-V/def2-TZVPD" orbital_gap_ev=6.57
C 0.7439 -0.7803 -1.0755 -0.069 0.191 0.245 -0.5716
C -0.3882 -1.1117 -0.0628 0.715 -1.121 -0.816 -0.5815
C -1.2824 -0.0131 1.8443 0.552 -0.002 -0.767 -0.1263
C 1.8920 -0.0144 -0.5201 0.038 -0.301 0.455 -0.1936
N -1.0473 -0.0024 0.5856 -0.101 0.094 1.602 0.1904
N 1.7147 1.2302 -0.1283 0.218 -1.013 -0.142 0.9035
O 0.5229 1.7271 -0.3851 0.373 0.842 -0.174 -0.6657
O 2.5589 1.9124 0.4401 0.251 0.606 0.280 -0.7035
P -1.5086 1.4615 -0.3261 -1.397 0.858 -0.148 -0.1146
Br 3.4682 -0.8763 0.0494 -0.182 -0.007 -0.154 -0.1515
H 1.1150 -1.7412 -1.4392 -0.161 0.061 -0.005 0.4290
H 0.3243 -0.2314 -1.9211 0.013 -0.128 -0.036 0.2822
H -1.1583 -1.6444 -0.6327 -0.038 0.044 0.184 0.2319
H 0.0109 -1.7827 0.7058 -0.116 0.124 -0.041 0.4336
H -0.9420 -0.8235 2.4735 -0.014 -0.178 -0.080 0.2606
H -1.7862 0.8317 2.2844 -0.118 0.161 0.052 0.2759
H -2.8748 0.9544 -0.3083 -0.021 -0.152 -0.007 0.0619
H -1.3633 0.9039 -1.5837 0.057 -0.080 -0.445 0.0394

---

Q: Which maximum force values were calculated for the entries above? A: 0.45 0.74 4.64 2.89 6.80 5.36 5.47 6.48 1.65, in eV/A.